# C27H56N2O17P2S2

A 3-piece molecular cluster, C27H56N2O17P2S2 overall at a distorted geometry (ωB97M-V/def2-TZVPD, the OMol25 dataset).

Output
- DFT total energy (a.u.) = -3929.33793
- orbital gap (eV) = 7.1
- structure (SMILES) = CCCOC[C@]1(CCSc2nnco2)OS(=O)(=O)O[C@@]1(CCOCC)COO.CCOP(=O)(OCC)OCC.CCOP(=O)(OCC)OCC
- charge = 0
- HOMO (Ha) = -0.32906

Each atom is followed by the atoms it is bonded to, with distances in Å.
CARTESIAN COORDINATES (ANGSTROEM)
1 C 0.62 -0.19 -0.21  C2 1.672, H29 1.171, H30 1.178, H31 1.172
2 C -0.43 0.82 -1.04  C1 1.672, C3 1.662, H32 1.174, H33 1.173
3 C -0.82 2.11 -0.07  C2 1.662, O4 1.472, H34 1.193, H35 1.187
4 O -0.62 3.42 -0.73  C3 1.472, C5 1.493
5 C -1.70 3.68 -1.72  O4 1.493, C6 1.663, H36 1.171, H37 1.193
6 C -1.15 4.63 -2.97  C5 1.663, C7 1.654, O15 1.501, C20 1.670
7 C 0.25 5.43 -2.58  C6 1.654, C8 1.638, H38 1.184, H39 1.186
8 C 1.61 4.55 -2.75  C7 1.638, S9 1.911, H40 1.192, H41 1.187
9 S 3.20 5.61 -2.71  C8 1.911, C10 1.899
10 C 3.90 5.38 -4.45  S9 1.899, N11 1.513, O14 1.484
11 N 4.51 6.43 -5.35  C10 1.513, N12 1.397
12 N 4.84 5.76 -6.53  N11 1.397, C13 1.530
13 C 4.43 4.29 -6.38  N12 1.530, O14 1.477, H42 1.171
14 O 3.84 4.02 -5.06  C10 1.484, C13 1.477
15 O -2.13 5.76 -2.89  C6 1.501, S16 1.710
16 S -3.19 5.90 -4.22  O15 1.710, O17 1.579, O18 1.552, O19 1.737
17 O -2.65 7.22 -4.90  S16 1.579
18 O -4.72 5.87 -3.95  S16 1.552
19 O -2.67 4.42 -4.96  S16 1.737, C20 1.501
20 C -1.29 4.03 -4.52  C6 1.670, O19 1.501, C21 1.652, C26 1.673
21 C -1.37 2.39 -4.71  C20 1.652, C22 1.639, H43 1.194, H44 1.171
22 C -0.91 1.85 -6.18  C21 1.639, O23 1.501, H45 1.180, H46 1.170
23 O -0.96 0.35 -6.12  C22 1.501, C24 1.472
24 C -1.46 -0.21 -7.38  O23 1.472, C25 1.668, H47 1.191, H48 1.188
25 C -0.34 -0.19 -8.61  C24 1.668, H49 1.180, H50 1.177, H51 1.187
26 C -0.40 4.81 -5.70  C20 1.673, O27 1.497, H52 1.170, H53 1.193
27 O -1.31 5.13 -6.84  C26 1.497, O28 1.303
28 O -0.90 4.55 -7.94  O27 1.303, H54 1.020
29 H 0.34 -0.19 0.92  C1 1.171
30 H 1.73 0.16 -0.42  C1 1.178
31 H 0.42 -1.26 -0.64  C1 1.172
32 H 0.13 1.14 -2.01  C2 1.174
33 H -1.43 0.24 -1.22  C2 1.173
34 H -0.04 2.07 0.83  C3 1.193
35 H -1.90 1.99 0.42  C3 1.187
36 H -2.24 2.71 -2.08  C5 1.171
37 H -2.52 4.30 -1.12  C5 1.193
38 H 0.23 5.81 -1.45  C7 1.184
39 H 0.37 6.41 -3.23  C7 1.186
40 H 1.60 3.86 -3.72  C8 1.192
41 H 1.72 3.83 -1.81  C8 1.187
42 H 4.55 3.48 -7.22  C13 1.171
43 H -2.52 2.11 -4.60  C21 1.194
44 H -0.81 1.78 -3.87  C21 1.171
45 H -1.64 2.20 -7.04  C22 1.180
46 H 0.19 2.12 -6.49  C22 1.170
47 H -2.47 0.30 -7.75  C24 1.191
48 H -1.73 -1.36 -7.23  C24 1.188
49 H 0.54 0.51 -8.26  C25 1.180
50 H -0.89 0.20 -9.57  C25 1.177
51 H 0.11 -1.28 -8.76  C25 1.187
52 H 0.56 4.22 -6.02  C26 1.170
53 H -0.01 5.87 -5.32  C26 1.193
54 H -1.72 4.05 -8.27  O28 1.020
55 O 4.14 -1.97 2.73  P56 1.548
56 P 3.71 -2.70 4.02  O55 1.548, O57 1.656, O60 1.668, O63 1.730
57 O 2.33 -3.34 3.37  P56 1.656, C58 1.417
58 C 2.45 -4.47 2.53  O57 1.417, C59 1.518, H66 1.094, H67 1.094
59 C 2.88 -5.71 3.30  C58 1.518, H68 1.091, H69 1.097, H70 1.093
60 O 3.02 -1.36 4.73  P56 1.668, C61 1.423
61 C 3.42 -0.05 4.31  O60 1.423, C62 1.521, H71 1.095, H72 1.095
62 C 2.56 0.45 3.16  C61 1.521, H73 1.096, H74 1.093, H75 1.094
63 O 3.24 -3.52 5.47  P56 1.730, C64 1.423
64 C 4.31 -4.09 6.21  O63 1.423, C65 1.517, H76 1.094, H77 1.093
65 C 5.40 -3.09 6.54  C64 1.517, H78 1.095, H79 1.092, H80 1.094
66 H 3.15 -4.26 1.72  C58 1.094
67 H 1.47 -4.65 2.08  C58 1.094
68 H 3.92 -5.62 3.62  C59 1.091
69 H 2.79 -6.61 2.68  C59 1.097
70 H 2.27 -5.84 4.20  C59 1.093
71 H 4.48 -0.04 4.07  C61 1.095
72 H 3.29 0.62 5.17  C61 1.095
73 H 2.41 -0.31 2.38  C62 1.096
74 H 3.02 1.32 2.69  C62 1.093
75 H 1.57 0.73 3.51  C62 1.094
76 H 4.72 -4.93 5.64  C64 1.094
77 H 3.89 -4.50 7.13  C64 1.093
78 H 5.87 -2.70 5.63  C65 1.095
79 H 6.17 -3.56 7.15  C65 1.092
80 H 4.99 -2.24 7.08  C65 1.094
81 O -2.07 -3.63 5.97  P82 1.548
82 P -3.06 -3.51 4.79  O81 1.548, O83 1.656, O86 1.668, O89 1.730
83 O -2.51 -4.86 4.01  P82 1.656, C84 1.417
84 C -2.92 -6.13 4.49  O83 1.417, C85 1.518, H92 1.094, H93 1.094
85 C -4.40 -6.37 4.24  C84 1.518, H94 1.091, H95 1.097, H96 1.093
86 O -2.15 -2.39 3.95  P82 1.668, C87 1.423
87 C -1.21 -1.58 4.65  O86 1.423, C88 1.521, H97 1.095, H98 1.095
88 C 0.16 -2.24 4.71  C87 1.521, H99 1.096, H100 1.093, H101 1.094
89 O -4.16 -3.38 3.46  P82 1.730, C90 1.423
90 C -5.47 -2.94 3.82  O89 1.423, C91 1.517, H102 1.094, H103 1.093
91 C -5.47 -1.63 4.59  C90 1.517, H104 1.095, H105 1.092, H106 1.094
92 H -2.69 -6.22 5.55  C84 1.094
93 H -2.34 -6.88 3.95  C84 1.094
94 H -5.00 -5.74 4.89  C85 1.091
95 H -4.66 -7.41 4.45  C85 1.097
96 H -4.67 -6.14 3.21  C85 1.093
97 H -1.59 -1.33 5.65  C87 1.095
98 H -1.12 -0.63 4.11  C87 1.095
99 H 0.10 -3.31 4.97  C88 1.096
100 H 0.80 -1.74 5.45  C88 1.093
101 H 0.65 -2.20 3.74  C88 1.094
102 H -5.96 -3.72 4.40  C90 1.094
103 H -6.03 -2.82 2.89  C90 1.093
104 H -4.95 -1.74 5.55  C91 1.095
105 H -6.49 -1.31 4.79  C91 1.092
106 H -4.95 -0.85 4.02  C91 1.094